ClH3N2OS | ωB97M-V/def2-TZVPD

The SMILES is N=[S@@](N)(=O)Cl. Its net charge is 0. The gap between HOMO and LUMO is 10.15 eV. For the HOMO energy, the calculation gives -10.15 eV. For the total energy, the calculation gives -1044.85109 Ha.

XYZ file:
```
8
Properties=species:S:1:pos:R:3:forces:R:3
N -0.538637 -0.572458 -1.382495 1.0 2.4 4.6
S 0.294465 -0.415638 0.003590 -3.1 -0.3 -4.2
N -0.561438 0.667298 1.048073 1.7 -0.7 -0.9
O 0.875184 -1.575637 0.600954 -0.2 0.4 0.7
Cl 1.877702 0.899842 -0.193011 0.5 0.1 -0.2
H -0.392082 -1.335696 -2.017610 0.9 -0.7 0.4
H 0.001892 1.541725 1.051172 -1.0 -0.9 0.1
H -1.557088 0.790567 0.889330 0.3 -0.3 -0.4
```
Forces are in eV/Å.


C2H13O4S | ωB97M-V/def2-TZVPD

Its net charge is -1. The gap between HOMO and LUMO is 7.06 eV. For the HOMO energy, the calculation gives -3.42 eV. For the total energy, the calculation gives -783.20511 Ha.

XYZ file:
```
20
Properties=species:S:1:pos:R:3:forces:R:3
C -1.282524 0.444187 -1.970076 -1.0 0.1 -0.6
C -0.507924 1.024313 -0.812326 1.3 0.3 0.1
S -1.355542 1.593602 0.667613 -0.6 0.3 0.3
H -2.199851 1.015943 -2.157484 0.1 0.2 0.3
H -1.634497 -0.584248 -1.860863 0.3 -0.1 0.2
H -0.733505 0.542452 -2.915936 0.2 -0.3 0.1
H 0.119848 1.827780 -1.225546 -0.3 0.3 0.1
H 0.257726 0.351865 -0.431670 -0.2 -0.4 -0.3
H -2.060340 -1.630020 1.595946 -0.1 0.2 -0.2
H -1.198696 -0.329434 1.687106 -0.5 0.3 -0.4
O -1.238008 -1.283689 1.944395 0.5 -0.4 0.5
H 1.279078 -0.319723 -2.341783 -0.2 0.1 0.3
H 1.503268 -0.983313 -0.932487 0.0 -0.3 -0.4
O 1.740993 -1.021582 -1.882540 0.4 -0.2 -0.1
H 1.481570 1.658138 1.908771 -0.5 0.0 -0.1
H 0.716983 0.889480 2.996417 -0.1 0.1 -0.4
O 1.524788 0.874713 2.467018 0.6 -0.1 0.4
H 1.763878 -0.859153 1.222676 0.2 0.0 0.2
H 0.457663 -1.558367 1.202243 0.0 -0.4 -0.2
O 1.365095 -1.652936 0.838519 -0.2 0.5 0.2
```
Forces are in eV/Å.


C6H30NO11 | ωB97M-V/def2-TZVPD

Its net charge is -1. The gap between HOMO and LUMO is 9.36 eV. For the HOMO energy, the calculation gives -6.59 eV. For the total energy, the calculation gives -1128.92427 Ha.

XYZ file:
```
48
Properties=species:S:1:pos:R:3:forces:R:3
C 0.578391 -2.012694 -1.604044 -2.1 -5.1 0.6
O 1.283511 -3.089501 -0.821493 -0.3 1.1 -1.3
C 0.077277 -1.030258 -0.676650 2.1 5.0 1.6
C -1.395971 -0.892841 -0.432566 -1.2 -0.5 0.2
C -1.785385 -1.319569 0.960570 0.8 0.9 1.2
C -2.404851 -2.429257 1.311037 -0.2 0.0 -1.7
C -1.790898 0.386235 2.583895 -2.6 0.5 -0.6
N -1.209607 -0.525851 2.003167 0.9 -1.7 -1.9
H 1.196077 -1.691317 -2.369121 1.3 0.8 -1.4
H -0.284358 -2.645661 -2.040972 1.2 1.2 0.1
H 0.584266 0.035710 -0.958242 -1.5 -2.7 0.7
H 0.613289 -1.233765 0.279212 -0.6 0.4 -0.5
H -1.852311 -1.612959 -1.129252 -0.6 0.6 0.1
H -1.805709 0.143527 -0.560196 0.7 -1.1 -0.1
H -2.605044 -3.103118 0.514761 -0.6 -0.5 -0.6
H -2.631179 -2.784597 2.267231 -0.1 0.0 1.5
H -1.306380 0.848151 3.339739 1.7 1.6 2.5
H -2.804335 0.773870 2.436840 -0.2 -0.4 -0.5
H 2.083895 1.347527 -0.357353 1.0 -1.3 -0.8
H 2.862574 0.467638 -1.622453 4.4 -2.8 -0.8
O 2.169546 0.950034 -1.371162 -4.3 4.4 2.6
H 1.612642 1.109118 -3.709393 0.9 -0.1 0.1
H 0.881276 1.563858 -2.374895 0.7 -0.8 -2.5
O 0.759216 1.299814 -3.356992 -1.5 1.1 1.3
H -0.085266 2.864327 -0.599451 -0.1 0.7 -0.1
H 0.189272 4.329727 -0.510874 1.4 1.8 1.9
O -0.264465 3.724552 -1.025791 -1.3 -2.6 -1.6
H 2.103873 -0.976633 1.971551 0.0 -0.2 0.0
H 0.620350 1.325047 2.902792 0.8 0.5 2.1
O 1.096979 1.703768 3.727615 -2.0 -1.5 -1.5
H 0.328051 -3.684904 0.440770 -0.1 -0.4 0.0
H -0.906308 -3.947585 1.316492 -0.5 0.3 0.1
O -0.008744 -4.218962 1.188534 0.7 -0.5 0.2
H 1.758490 -2.570080 -0.168940 0.8 0.1 0.4
H 2.821175 0.026713 1.070594 -1.0 -1.7 0.1
O 2.610651 -0.983700 1.152097 0.9 1.1 0.1
H -3.070381 1.100969 -1.319055 1.5 1.6 2.8
H -2.867800 0.143565 -2.405725 0.8 -0.5 -0.8
O -3.497909 0.745479 -2.030704 -2.9 -0.7 -2.2
H 1.456083 2.809279 1.651832 -1.1 2.7 -0.4
H 0.792971 3.302172 2.778919 -1.6 -0.9 4.2
O 0.978985 3.749416 2.020798 2.3 -1.0 -4.5
H -0.551485 0.213863 -3.361229 -0.3 -0.1 -0.3
H -1.623625 1.067570 -4.015601 0.2 -2.9 1.1
O -1.490628 0.101956 -3.643280 0.0 2.6 -1.2
H 2.924231 2.093168 1.042012 1.7 1.2 -0.1
H 1.880837 1.927910 3.246504 1.4 0.1 0.0
O 2.172946 1.545661 1.081361 -1.3 -0.2 -0.1
```
Forces are in eV/Å.


C16H14IrO2S6 | ωB97M-V/def2-TZVPD

Its spin multiplicity is 5. Its expectation value of S² is 6.035. Its net charge is +1. The gap between HOMO and LUMO (spin up / spin down) is 7.64 / 5.81 eV. For the HOMO energy (spin up / spin down), the calculation gives -10.77 / -11.54 eV. For the total energy, the calculation gives -3261.68567 Ha.

XYZ file:
```
39
Properties=species:S:1:pos:R:3:forces:R:3
Ir -0.935949 -2.309397 0.166508 0.3 -0.5 0.5
S 4.304151 -1.934497 4.736608 -0.7 -0.4 -0.5
C 3.086851 -2.426197 3.751208 0.8 0.3 0.6
S 1.447651 -2.675997 4.281008 -0.1 0.0 -0.5
C 0.756951 -2.920597 2.691608 -0.7 0.0 0.8
C 1.658951 -2.945097 1.636908 0.9 0.0 -0.4
S 1.290051 -3.191797 -0.017692 -0.9 0.4 -0.2
S 3.330851 -2.705397 2.046108 -0.5 0.0 0.1
S -0.925549 -3.111197 2.522708 0.3 0.3 -0.2
O -1.320549 -0.131897 0.570108 -0.4 -1.0 0.7
S -1.114849 0.462603 -0.811892 1.3 1.5 -0.6
C -1.178249 2.257903 -0.608692 -0.5 -0.4 -0.4
C -1.521649 2.938803 -1.765392 0.0 -0.1 0.1
C -1.593949 4.320403 -1.743792 0.1 0.0 0.0
C -1.332649 5.003603 -0.566892 0.0 0.0 -0.1
C -1.020549 4.307803 0.590108 0.1 -0.1 0.0
C -0.941149 2.922203 0.578508 0.0 -0.1 0.2
C 0.678551 0.324303 -1.013192 -0.2 -0.1 -0.2
C 1.202851 0.222103 -2.289392 -0.2 -0.1 0.0
C 2.574951 0.121103 -2.451792 0.1 0.0 0.0
C 3.409251 0.138703 -1.343992 -0.1 -0.1 0.0
C 2.866751 0.199403 -0.068592 -0.1 0.1 0.0
C 1.495651 0.292703 0.104508 -0.1 0.1 0.2
H -1.737749 2.380103 -2.661692 -0.1 0.0 -0.2
H -1.856649 4.854403 -2.641892 0.0 0.1 -0.1
H -1.375449 6.081803 -0.553192 0.0 0.1 0.0
H -0.837249 4.847103 1.506508 0.0 0.0 0.1
H -0.719549 2.372503 1.479608 0.1 -0.1 0.1
H 0.533751 0.197903 -3.136492 0.0 0.0 -0.2
H 2.991551 0.024103 -3.441892 0.0 0.0 -0.1
H 4.480951 0.095103 -1.474892 0.0 -0.1 0.0
H 3.515051 0.181503 0.792708 0.1 0.0 0.1
H 1.058451 0.343903 1.093108 0.0 0.0 0.1
C -3.760049 -3.778897 -0.442092 -0.2 -0.7 0.0
O -3.187049 -2.467397 -0.419192 0.7 0.5 0.3
H -4.848649 -3.699597 -0.458692 0.1 0.0 -0.1
H -3.442449 -4.354897 0.431808 -0.1 0.0 -0.1
H -3.411149 -4.270597 -1.350792 -0.1 0.1 0.1
H -3.622149 -1.966597 0.282508 -0.1 0.1 0.0
```
Forces are in eV/Å.


Copy entry 3 word for word.
C6H30NO11 | ωB97M-V/def2-TZVPD

Its net charge is -1. The gap between HOMO and LUMO is 9.36 eV. For the HOMO energy, the calculation gives -6.59 eV. For the total energy, the calculation gives -1128.92427 Ha.

XYZ file:
```
48
Properties=species:S:1:pos:R:3:forces:R:3
C 0.578391 -2.012694 -1.604044 -2.1 -5.1 0.6
O 1.283511 -3.089501 -0.821493 -0.3 1.1 -1.3
C 0.077277 -1.030258 -0.676650 2.1 5.0 1.6
C -1.395971 -0.892841 -0.432566 -1.2 -0.5 0.2
C -1.785385 -1.319569 0.960570 0.8 0.9 1.2
C -2.404851 -2.429257 1.311037 -0.2 0.0 -1.7
C -1.790898 0.386235 2.583895 -2.6 0.5 -0.6
N -1.209607 -0.525851 2.003167 0.9 -1.7 -1.9
H 1.196077 -1.691317 -2.369121 1.3 0.8 -1.4
H -0.284358 -2.645661 -2.040972 1.2 1.2 0.1
H 0.584266 0.035710 -0.958242 -1.5 -2.7 0.7
H 0.613289 -1.233765 0.279212 -0.6 0.4 -0.5
H -1.852311 -1.612959 -1.129252 -0.6 0.6 0.1
H -1.805709 0.143527 -0.560196 0.7 -1.1 -0.1
H -2.605044 -3.103118 0.514761 -0.6 -0.5 -0.6
H -2.631179 -2.784597 2.267231 -0.1 0.0 1.5
H -1.306380 0.848151 3.339739 1.7 1.6 2.5
H -2.804335 0.773870 2.436840 -0.2 -0.4 -0.5
H 2.083895 1.347527 -0.357353 1.0 -1.3 -0.8
H 2.862574 0.467638 -1.622453 4.4 -2.8 -0.8
O 2.169546 0.950034 -1.371162 -4.3 4.4 2.6
H 1.612642 1.109118 -3.709393 0.9 -0.1 0.1
H 0.881276 1.563858 -2.374895 0.7 -0.8 -2.5
O 0.759216 1.299814 -3.356992 -1.5 1.1 1.3
H -0.085266 2.864327 -0.599451 -0.1 0.7 -0.1
H 0.189272 4.329727 -0.510874 1.4 1.8 1.9
O -0.264465 3.724552 -1.025791 -1.3 -2.6 -1.6
H 2.103873 -0.976633 1.971551 0.0 -0.2 0.0
H 0.620350 1.325047 2.902792 0.8 0.5 2.1
O 1.096979 1.703768 3.727615 -2.0 -1.5 -1.5
H 0.328051 -3.684904 0.440770 -0.1 -0.4 0.0
H -0.906308 -3.947585 1.316492 -0.5 0.3 0.1
O -0.008744 -4.218962 1.188534 0.7 -0.5 0.2
H 1.758490 -2.570080 -0.168940 0.8 0.1 0.4
H 2.821175 0.026713 1.070594 -1.0 -1.7 0.1
O 2.610651 -0.983700 1.152097 0.9 1.1 0.1
H -3.070381 1.100969 -1.319055 1.5 1.6 2.8
H -2.867800 0.143565 -2.405725 0.8 -0.5 -0.8
O -3.497909 0.745479 -2.030704 -2.9 -0.7 -2.2
H 1.456083 2.809279 1.651832 -1.1 2.7 -0.4
H 0.792971 3.302172 2.778919 -1.6 -0.9 4.2
O 0.978985 3.749416 2.020798 2.3 -1.0 -4.5
H -0.551485 0.213863 -3.361229 -0.3 -0.1 -0.3
H -1.623625 1.067570 -4.015601 0.2 -2.9 1.1
O -1.490628 0.101956 -3.643280 0.0 2.6 -1.2
H 2.924231 2.093168 1.042012 1.7 1.2 -0.1
H 1.880837 1.927910 3.246504 1.4 0.1 0.0
O 2.172946 1.545661 1.081361 -1.3 -0.2 -0.1
```
Forces are in eV/Å.


Repeat the fourth record exactly.
C16H14IrO2S6 | ωB97M-V/def2-TZVPD

Its spin multiplicity is 5. Its expectation value of S² is 6.035. Its net charge is +1. The gap between HOMO and LUMO (spin up / spin down) is 7.64 / 5.81 eV. For the HOMO energy (spin up / spin down), the calculation gives -10.77 / -11.54 eV. For the total energy, the calculation gives -3261.68567 Ha.

XYZ file:
```
39
Properties=species:S:1:pos:R:3:forces:R:3
Ir -0.935949 -2.309397 0.166508 0.3 -0.5 0.5
S 4.304151 -1.934497 4.736608 -0.7 -0.4 -0.5
C 3.086851 -2.426197 3.751208 0.8 0.3 0.6
S 1.447651 -2.675997 4.281008 -0.1 0.0 -0.5
C 0.756951 -2.920597 2.691608 -0.7 0.0 0.8
C 1.658951 -2.945097 1.636908 0.9 0.0 -0.4
S 1.290051 -3.191797 -0.017692 -0.9 0.4 -0.2
S 3.330851 -2.705397 2.046108 -0.5 0.0 0.1
S -0.925549 -3.111197 2.522708 0.3 0.3 -0.2
O -1.320549 -0.131897 0.570108 -0.4 -1.0 0.7
S -1.114849 0.462603 -0.811892 1.3 1.5 -0.6
C -1.178249 2.257903 -0.608692 -0.5 -0.4 -0.4
C -1.521649 2.938803 -1.765392 0.0 -0.1 0.1
C -1.593949 4.320403 -1.743792 0.1 0.0 0.0
C -1.332649 5.003603 -0.566892 0.0 0.0 -0.1
C -1.020549 4.307803 0.590108 0.1 -0.1 0.0
C -0.941149 2.922203 0.578508 0.0 -0.1 0.2
C 0.678551 0.324303 -1.013192 -0.2 -0.1 -0.2
C 1.202851 0.222103 -2.289392 -0.2 -0.1 0.0
C 2.574951 0.121103 -2.451792 0.1 0.0 0.0
C 3.409251 0.138703 -1.343992 -0.1 -0.1 0.0
C 2.866751 0.199403 -0.068592 -0.1 0.1 0.0
C 1.495651 0.292703 0.104508 -0.1 0.1 0.2
H -1.737749 2.380103 -2.661692 -0.1 0.0 -0.2
H -1.856649 4.854403 -2.641892 0.0 0.1 -0.1
H -1.375449 6.081803 -0.553192 0.0 0.1 0.0
H -0.837249 4.847103 1.506508 0.0 0.0 0.1
H -0.719549 2.372503 1.479608 0.1 -0.1 0.1
H 0.533751 0.197903 -3.136492 0.0 0.0 -0.2
H 2.991551 0.024103 -3.441892 0.0 0.0 -0.1
H 4.480951 0.095103 -1.474892 0.0 -0.1 0.0
H 3.515051 0.181503 0.792708 0.1 0.0 0.1
H 1.058451 0.343903 1.093108 0.0 0.0 0.1
C -3.760049 -3.778897 -0.442092 -0.2 -0.7 0.0
O -3.187049 -2.467397 -0.419192 0.7 0.5 0.3
H -4.848649 -3.699597 -0.458692 0.1 0.0 -0.1
H -3.442449 -4.354897 0.431808 -0.1 0.0 -0.1
H -3.411149 -4.270597 -1.350792 -0.1 0.1 0.1
H -3.622149 -1.966597 0.282508 -0.1 0.1 0.0
```
Forces are in eV/Å.


Question: Among the records above, which one has the highest net charge?
Answer: C16H14IrO2S6